P:
An isolated ion of composition C4H11N2S and charge -1. Source: OMol25; level of theory: ωB97M-V/def2-TZVPD.

Properties
Total charge: -1

Last columns: bonded neighbours and bond lengths (Å).
Element x y z (Å)
1 C 0.049 2.416 -1.575  N2 1.440, H8 1.085, H9 1.090, H10 1.109
2 N 0.462 1.038 -1.630  C1 1.440, C3 1.455, H11 1.008
3 C 0.005 0.080 -0.636  N2 1.455, C4 1.520, C6 1.532, H12 1.105
4 C 0.840 -1.188 -0.721  C3 1.520, N5 1.452, H13 1.092, H14 1.091
5 N 0.243 -2.407 -0.204  C4 1.452, H15 1.030, H16 1.015
6 C 0.009 0.683 0.773  C3 1.532, S7 1.809, H17 1.100, H18 1.093
7 S -0.631 -0.341 2.120  C6 1.809
8 H 0.479 2.928 -2.430  C1 1.085
9 H 0.411 2.866 -0.650  C1 1.090
10 H -1.049 2.572 -1.557  C1 1.109
11 H 0.441 0.670 -2.568  N2 1.008
12 H -1.066 -0.148 -0.782  C3 1.105
13 H 1.182 -1.336 -1.748  C4 1.092
14 H 1.772 -1.037 -0.174  C4 1.091
15 H -0.159 -2.172 0.715  N5 1.030
16 H -0.521 -2.707 -0.801  N5 1.015
17 H 1.013 1.110 0.914  C6 1.100
18 H -0.618 1.577 0.726  C6 1.093

***

Q:
An isolated ion of composition C4H11N2S and charge -1. Source: OMol25; level of theory: ωB97M-V/def2-TZVPD.

Properties
Total charge: -1

Last columns: bonded neighbours and bond lengths (Å).
Element x y z (Å)
1 N 1.422 1.039 0.695  C2 1.471, H8 1.051, H9 0.999
2 C 0.373 0.604 1.630  N1 1.471, N3 1.467, H10 1.116, H11 1.093
3 N 0.404 -0.854 1.482  C2 1.467, C4 1.614, H12 1.066
4 C -0.620 -1.368 0.345  N3 1.614, C5 1.548, H13 1.160, H14 1.146
5 C -0.370 -0.826 -1.083  C4 1.548, C6 1.533, H15 1.101, H16 1.073
6 C -0.806 0.571 -1.538  C5 1.533, S7 1.842, H17 1.133, H18 1.075
7 S 0.477 1.666 -2.280  C6 1.842
8 H 1.298 1.259 -0.325  N1 1.051
9 H 1.891 1.793 1.152  N1 0.999
10 H -0.670 0.909 1.377  C2 1.116
11 H 0.376 0.839 2.697  C2 1.093
12 H 1.406 -1.037 1.169  N3 1.066
13 H -1.711 -1.280 0.731  C4 1.160
14 H -0.403 -2.489 0.247  C4 1.146
15 H 0.689 -0.871 -1.381  C5 1.101
16 H -0.779 -1.579 -1.729  C5 1.073
17 H -1.478 1.151 -0.835  C6 1.133
18 H -1.500 0.473 -2.353  C6 1.075

***

Relative energies in eV: P 0.000; Q 1.272